# C5H7N

A single C5H7N molecule (ωB97M-V/def2-TZVPD, the Open Molecules 2025 dataset).

Geometry as XYZ:
```
13
Properties=species:S:1:pos:R:3:forces:R:3
C 1.48792 1.43423 1.10201 0.2759 1.0310 1.3028
C -0.30512 -1.16802 0.67121 0.4641 0.6974 1.6451
C 0.97655 -1.04855 -0.01238 -0.6228 -2.5014 -0.8012
C 0.00825 0.01764 -0.29130 0.0158 -2.4709 -0.4317
C -0.93395 0.34939 -1.42928 -1.4656 -0.3561 0.0497
N 0.54833 0.93300 0.52564 0.1177 4.1104 1.8713
H 1.44955 2.21937 1.97175 -0.3125 -1.0735 -1.6809
H -1.01627 -1.92085 0.47285 -0.7868 -0.6729 -1.4053
H -0.51765 -0.92624 1.74604 0.9084 0.2345 -0.6707
H 1.96141 -1.06538 0.41800 0.0201 0.4871 -0.1975
H -1.90064 -0.17735 -1.09742 0.9049 1.6367 -0.7070
H -0.76570 -0.08508 -2.41375 0.8335 -0.3905 0.2474
H -0.99269 1.43785 -1.66336 -0.3527 -0.7318 0.7781
```
Positions in Å, forces in eV/Å.

Results
* strongest force on any atom: 4.52 eV/Å
* ΔE to the lowest compared entry with this formula, charge and spin: 6.885 eV
* E: -6781.6280 eV
* Kohn-Sham gap (alpha / beta): 7.190 / 8.276 eV

Here are the natural (NBO) charges for atoms 1 to 2, given in e:
1 C 0.043
2 C -0.441